Entry 1:
Molecular formula: C24H19CuF5N3O3S2
Method: DFT, ωB97M-V/def2-TZVPD

Calculated values
E_tot   -4252.24346 hartree
Orbital gap (alpha / beta)   7.168 / 7.162 eV
ΔE to the lowest compared entry with this formula, charge and spin   0.0 kcal/mol
Spin multiplicity   2
Net charge   -1
Highest occupied orbital energy (alpha / beta)   -4.830 / -4.966 eV
<S²>   0.76

XYZ file:
```
57
Properties=species:S:1:pos:R:3:forces:R:3:mulliken_spin:R:1
Cu -7.019 15.566 5.051 0.598 -0.162 -0.227 0.58
O -7.223 16.656 1.092 0.573 -0.201 1.274 0.00
C -6.927 16.343 2.263 -1.833 -0.625 -0.177 0.00
O -7.650 15.724 3.126 -0.002 0.872 -1.185 0.02
C -5.544 16.596 2.776 2.518 0.625 -0.401 -0.01
C -4.513 17.043 1.899 -1.394 0.083 0.187 0.00
C -3.197 17.085 2.332 0.021 -0.576 0.529 0.00
C -2.922 16.704 3.668 -0.904 -0.389 0.018 0.00
C -4.004 16.279 4.474 0.917 0.954 -0.267 0.00
N -5.259 16.268 4.040 -0.120 -0.258 -0.432 0.03
H -4.882 17.379 0.911 0.584 -0.451 0.557 0.00
H -2.406 17.297 1.605 -0.178 0.239 0.499 0.00
H -1.930 16.704 4.122 -0.222 0.018 -0.410 0.00
H -3.858 16.027 5.534 0.031 -0.010 -0.648 0.00
C -6.075 11.442 9.378 -0.363 -0.244 0.364 0.00
C -7.455 11.242 8.703 -0.075 -0.609 -0.160 0.00
N -8.097 12.482 8.195 1.554 -0.616 0.245 0.01
C -9.063 13.115 9.098 -0.414 -0.762 -0.140 0.01
C -8.465 13.940 10.214 0.588 -0.714 1.489 0.00
C -7.477 13.142 7.166 -0.843 0.592 -1.186 -0.03
S -8.133 14.666 6.704 -0.539 -0.186 1.329 0.14
N -6.495 12.523 6.510 0.642 -1.333 1.097 0.00
C -5.956 12.835 5.340 -1.635 1.821 -1.148 0.01
O -6.330 13.768 4.550 0.662 -1.219 1.049 0.06
C -4.848 12.010 4.799 1.469 -0.684 -0.535 0.01
C -4.111 11.087 5.562 -0.468 0.588 -0.322 0.00
C -2.968 10.491 5.032 0.236 0.119 0.472 0.00
C -2.502 10.787 3.740 -0.560 -0.587 0.496 0.00
C -3.266 11.637 2.954 0.075 0.285 -0.335 0.00
C -4.401 12.261 3.485 -0.186 0.545 0.122 0.00
H -5.585 10.476 9.518 -0.085 -0.092 -0.074 0.00
H -6.097 11.911 10.372 -0.392 -0.071 -0.247 0.00
H -5.420 12.045 8.778 0.176 0.238 -0.481 0.00
H -8.170 10.805 9.435 0.447 0.278 -0.441 0.00
H -7.358 10.482 7.870 -0.057 1.054 0.784 0.00
H -9.659 12.274 9.536 0.297 0.733 -0.454 0.00
H -9.705 13.743 8.488 -0.196 -0.052 0.022 -0.01
H -7.836 13.312 10.921 -0.515 0.659 -0.975 0.00
H -9.248 14.349 10.866 -0.002 0.016 -0.356 0.00
H -7.874 14.760 9.829 0.194 0.162 -0.088 0.00
H -4.443 10.921 6.586 0.190 -0.172 -0.216 0.00
H -2.417 9.854 5.724 0.082 -0.031 -0.441 0.00
H -1.605 10.305 3.335 -0.340 0.253 0.265 0.00
H -2.922 11.837 1.923 -0.412 0.068 0.665 0.00
H -4.935 13.053 2.940 0.253 -0.613 0.064 0.00
F -5.689 19.668 10.953 -0.268 -0.163 0.274 0.00
C -6.239 19.107 9.872 0.585 -0.721 -1.352 0.01
C -5.449 18.309 9.019 -0.335 0.564 -0.079 -0.01
F -4.199 18.016 9.386 0.279 0.016 0.096 0.00
C -5.891 17.966 7.750 0.769 -0.589 0.017 0.02
F -4.976 17.447 6.871 -0.601 0.064 1.103 0.00
C -7.192 18.161 7.291 0.316 0.819 0.921 -0.01
S -7.699 17.628 5.761 -0.965 0.650 -1.156 0.16
C -7.933 19.014 8.130 -0.538 0.143 -0.114 0.00
F -9.114 19.550 7.673 1.005 -0.732 0.658 0.00
C -7.484 19.444 9.389 -0.709 0.476 -0.819 0.00
F -8.251 20.336 10.039 0.089 -0.075 0.271 0.00
```
Forces are in eV/Å.

---

Entry 2:
Molecular formula: C24H19F3FeO5S
Method: DFT, ωB97M-V/def2-TZVPD

Calculated values
E_tot   -3263.40537 hartree
Orbital gap (alpha / beta)   2.665 / 6.139 eV
ΔE to the lowest compared entry with this formula, charge and spin   9.6 kcal/mol
Spin multiplicity   5
Net charge   -2
Highest occupied orbital energy (alpha / beta)   1.788 / -1.753 eV
<S²>   6.12

XYZ file:
```
53
Properties=species:S:1:pos:R:3:forces:R:3:mulliken_spin:R:1
O 0.329 3.251 2.543 0.825 0.221 -0.236 0.00
C 0.007 2.315 1.938 0.399 1.688 1.298 0.00
Fe -1.118 1.084 1.462 0.109 0.308 -2.914 1.60
C -2.591 1.965 1.044 -4.091 1.357 -1.209 0.26
O -3.720 2.275 0.925 2.705 -0.364 0.502 -0.03
C -1.672 0.796 3.032 -1.681 -0.896 4.072 -0.01
O -2.109 0.544 4.100 0.662 0.118 -1.286 -0.03
C -0.314 -0.839 1.897 0.640 -2.278 1.478 0.52
C -0.795 -2.235 2.266 -0.273 -0.885 0.468 0.11
C -1.951 -3.023 1.534 0.241 0.013 0.827 0.01
C -3.132 -2.207 0.999 -0.215 -0.888 -1.662 0.02
C -2.697 -0.974 0.196 -1.671 -0.919 0.334 0.44
C -1.474 -0.469 -0.208 1.871 -0.537 -0.308 -0.13
C -0.249 -0.510 0.528 -0.330 -0.652 -0.885 0.09
H 0.495 -0.577 2.600 0.144 -0.236 -0.811 -0.03
H 0.109 -2.879 2.118 -0.394 0.126 0.215 -0.03
H -1.002 -2.298 3.344 0.016 0.205 -0.019 0.02
H -1.481 -3.671 0.752 -0.592 0.840 0.149 -0.03
H -2.378 -3.753 2.246 0.386 0.264 -0.185 0.01
H -3.828 -2.936 0.506 1.710 -0.071 -1.735 0.03
H -3.543 -0.376 -0.081 -0.331 0.004 -0.651 0.05
H -1.441 0.028 -1.185 -0.044 0.111 0.174 0.08
H 0.713 -0.351 0.064 0.099 0.671 -0.314 0.01
F -7.038 1.348 -2.760 -0.744 0.170 0.092 0.01
C -7.747 1.306 -1.579 1.059 -1.143 1.582 0.01
F -7.952 2.594 -1.200 -0.155 -0.269 -0.294 0.00
F -8.977 0.777 -1.882 -0.207 0.553 -0.746 0.02
C -7.069 0.456 -0.549 -1.043 2.452 -0.360 0.18
C -6.845 0.886 0.788 0.324 0.107 -0.327 0.07
C -5.980 0.158 1.579 -1.189 1.514 2.057 0.07
C -5.427 -1.031 1.146 2.548 -1.935 -0.036 0.03
C -4.320 -1.818 1.823 -1.855 2.668 2.548 0.13
S -5.363 -3.349 2.697 -0.069 1.610 -1.070 0.14
C -5.453 -3.225 4.503 0.231 -0.850 0.241 0.04
C -4.482 -2.592 5.279 -0.290 -0.301 -0.153 0.01
C -4.494 -2.791 6.661 -0.210 0.052 0.224 0.00
C -5.461 -3.608 7.263 0.263 0.333 -0.373 -0.01
C -6.439 -4.204 6.464 -0.242 -0.044 0.274 0.03
C -6.451 -4.010 5.091 0.346 0.228 0.213 -0.02
O -6.775 -3.242 2.325 0.653 -0.489 0.152 0.00
O -4.599 -4.521 2.316 -0.219 -1.293 0.412 0.00
C -5.819 -1.507 -0.138 0.093 -0.887 0.356 0.17
C -6.620 -0.779 -0.943 0.607 -1.521 -1.778 0.06
H -7.282 1.838 1.091 0.247 -0.282 0.226 0.05
H -5.830 0.511 2.639 0.121 -0.353 -1.175 0.00
H -3.915 -1.417 2.746 -0.519 0.953 0.410 -0.01
H -3.734 -1.962 4.798 -0.027 -0.151 0.209 0.00
H -3.748 -2.291 7.278 -0.135 -0.128 -0.136 0.00
H -5.457 -3.755 8.345 -0.001 0.016 -0.312 -0.01
H -7.217 -4.823 6.919 0.252 0.150 -0.080 0.00
H -7.216 -4.475 4.477 0.172 0.108 -0.042 0.00
H -5.499 -2.506 -0.432 -0.049 0.229 -0.181 0.03
H -6.792 -1.156 -1.975 -0.148 0.306 0.767 0.04
```
Forces are in eV/Å.

---

Entry 3:
Molecular formula: C24H19IrN10O7S2
Method: DFT, ωB97M-V/def2-TZVPD

Calculated values
E_tot   -2900.10600 hartree
Orbital gap (alpha / beta)   7.379 / 6.062 eV
ΔE to the lowest compared entry with this formula, charge and spin   0.0 kcal/mol
Spin multiplicity   5
Net charge   +2
Highest occupied orbital energy (alpha / beta)   -13.882 / -13.913 eV
<S²>   6.01

XYZ file:
```
63
Properties=species:S:1:pos:R:3:forces:R:3:mulliken_spin:R:1
Ir 0.509 0.979 -0.344 -0.008 -0.166 -0.007 2.91
C 1.619 -2.567 2.425 -0.016 0.013 0.005 0.00
C 1.059 -1.596 1.437 -0.014 -0.014 0.001 -0.02
N 1.690 -0.644 0.864 -0.034 0.027 -0.018 0.17
N 2.997 -0.375 1.115 0.055 0.023 -0.018 -0.01
C 3.613 0.659 0.493 -0.059 -0.043 0.022 -0.02
N 4.878 0.880 0.815 -0.020 -0.012 0.009 0.02
S 2.860 1.614 -0.694 0.070 0.001 -0.001 0.24
C -0.367 -1.724 1.022 0.011 0.023 0.012 0.04
C -1.191 -2.734 1.484 0.020 -0.005 0.011 0.00
C -2.507 -2.791 1.033 -0.020 0.025 -0.025 0.00
C -2.955 -1.846 0.129 0.015 -0.039 0.034 0.00
C -2.067 -0.868 -0.295 0.024 0.018 -0.031 -0.01
N -0.817 -0.808 0.150 0.048 0.046 -0.026 0.13
H 2.662 -2.399 2.677 0.005 0.001 -0.005 0.00
H 1.535 -3.582 2.033 0.005 0.002 -0.004 0.00
H 1.046 -2.524 3.353 -0.006 0.000 -0.003 0.00
H 3.491 -0.917 1.810 -0.016 0.031 0.023 0.00
H 5.381 0.322 1.488 0.007 0.000 -0.005 0.00
H 5.367 1.650 0.387 -0.001 0.004 0.005 0.00
H -0.825 -3.470 2.185 -0.005 -0.004 -0.001 0.00
H -3.168 -3.570 1.388 0.002 -0.003 0.002 0.00
H -3.968 -1.849 -0.246 -0.001 0.000 0.002 0.00
H -2.361 -0.108 -1.010 -0.012 -0.011 0.007 0.01
N 1.459 -0.330 -4.449 -0.025 0.048 -0.059 0.00
C 1.948 -1.530 -3.959 -0.013 -0.021 0.063 0.00
C 2.636 -2.566 -4.578 0.013 -0.022 -0.018 0.00
C 2.956 -3.651 -3.790 -0.005 0.019 -0.008 0.00
C 2.588 -3.703 -2.436 -0.001 -0.002 0.011 0.00
C 1.906 -2.668 -1.831 0.002 0.000 0.018 0.01
C 1.592 -1.552 -2.606 -0.008 -0.028 -0.044 -0.01
N 0.904 -0.377 -2.306 0.047 0.072 0.032 0.14
C 0.853 0.307 -3.430 0.046 -0.104 0.002 0.02
C 0.187 1.594 -3.484 -0.054 0.071 -0.030 -0.03
C -0.163 2.372 -4.541 -0.007 0.007 0.011 0.01
S -1.028 3.737 -3.990 0.025 0.007 0.005 0.01
C -0.874 3.204 -2.388 -0.002 -0.018 -0.039 -0.01
N -0.221 2.080 -2.266 -0.033 0.001 0.089 0.11
H 1.540 0.003 -5.396 0.000 -0.001 0.002 0.00
H 2.901 -2.532 -5.626 -0.001 0.005 -0.001 0.00
H 3.488 -4.486 -4.224 0.000 0.000 -0.004 0.00
H 2.838 -4.585 -1.863 -0.001 0.003 0.005 0.00
H 1.601 -2.740 -0.798 0.005 0.002 0.007 0.00
H 0.018 2.211 -5.591 -0.009 -0.003 -0.003 0.00
H -1.294 3.731 -1.546 -0.015 0.017 -0.005 0.01
O -5.211 2.227 4.881 0.009 0.033 0.001 0.00
N -4.011 2.284 5.013 0.001 -0.094 -0.007 0.00
O -3.400 2.332 6.057 -0.005 0.032 -0.011 0.00
C -3.208 2.270 3.773 0.038 0.019 0.038 0.02
C -1.838 2.326 3.865 -0.031 0.016 0.066 -0.01
C -1.089 2.267 2.700 -0.015 -0.021 -0.082 -0.02
C -1.675 2.216 1.416 0.068 -0.027 0.048 0.04
O -1.025 2.210 0.285 -0.049 0.076 -0.077 0.18
C -3.085 2.176 1.412 0.055 -0.016 0.115 0.01
C -3.852 2.170 2.553 -0.029 0.038 -0.076 0.00
N -3.778 2.062 0.124 -0.109 0.003 -0.056 0.00
O -4.617 1.188 0.040 0.058 -0.001 -0.023 0.00
O -3.473 2.833 -0.760 0.028 -0.010 0.028 0.00
N 0.355 2.254 2.863 -0.019 -0.022 0.076 0.00
O 0.826 2.664 3.886 0.013 0.004 -0.047 0.00
O 1.058 1.774 1.955 -0.034 -0.001 -0.018 0.07
H -1.361 2.396 4.832 0.008 -0.004 -0.010 0.00
H -4.930 2.098 2.501 0.004 0.002 0.014 0.00
```
Forces are in eV/Å.

---

> Number 2 is which compound?

C24H19F3FeO5S